# 1
Entry from the Open Molecules 2025 dataset: an isolated ion of composition C4H11N2O and charge -1 (ωB97M-V with the def2-TZVPD basis set).

```
18
Properties=species:S:1:pos:R:3:forces:R:3:nbo_charge:R:1
N -2.8348 -0.2251 -0.0837 -0.8 1.0 -0.2 -0.82
C -1.3804 -0.2598 -0.0721 -0.4 -0.4 0.4 -0.08
N -0.7862 1.0790 -0.1217 0.1 -1.1 -1.5 -0.68
C 0.6778 1.1238 0.0747 -0.4 1.2 1.4 -0.21
C 1.4850 0.0049 -0.5800 -1.3 0.0 1.1 -0.47
C 1.8176 -1.1822 0.4032 -0.1 -1.0 -0.7 0.01
O 0.8629 -1.7778 1.1203 -0.3 0.5 0.0 -0.95
H -3.1422 0.2640 -0.9273 0.2 -0.4 -0.2 0.33
H -3.1879 0.4392 0.6036 0.2 -0.3 0.5 0.32
H -1.1341 -0.8796 -0.9407 0.4 0.4 0.0 0.17
H -1.0204 -0.8582 0.7719 0.0 0.2 0.1 0.24
H -1.3288 1.7408 0.4118 0.3 -0.1 0.4 0.34
H 0.8724 1.0961 1.1659 0.2 0.0 -0.2 0.16
H 0.9396 2.1368 -0.2720 0.4 -0.3 0.0 0.16
H 0.7942 -0.3402 -1.3516 0.8 -0.3 -0.6 0.18
H 2.4689 0.3509 -0.8926 -0.2 0.2 -0.6 0.19
H 2.2537 -1.9266 -0.3543 0.5 0.4 0.5 0.06
H 2.6427 -0.7861 1.0449 0.4 0.1 -0.1 0.06
```
Positions in Å, forces in eV/Å.

net charge	-1
F_max	1.899	eV/Å
HOMO-LUMO gap	6.5	eV
relative energy (zero: lowest compared OMol25 entry of this formula, charge and spin)	158.55	kJ/mol
SMILES string	NCNCCC[O-]

---

# 2
Entry from the Open Molecules 2025 dataset: a 2-piece molecular cluster, C4H11N2O overall (ωB97M-V with the def2-TZVPD basis set).

```
18
Properties=species:S:1:pos:R:3:forces:R:3:lowdin_spin:R:1
C 0.0336 0.1116 0.3760 -1.0 0.5 4.2 0.26
C 1.0483 -0.9021 0.8916 0.2 0.3 -3.7 0.03
C 2.2057 -0.7526 -0.1903 -0.3 0.7 -1.9 0.04
N 2.8052 0.5445 -0.5043 2.1 1.4 1.6 0.01
N -1.3468 -0.1067 0.8848 0.4 1.4 -1.6 0.04
C -2.3354 0.8166 0.0548 0.9 -0.4 -1.0 0.00
O -2.5028 0.3306 -1.2244 0.3 1.3 1.8 0.04
H 0.1519 -0.0347 -0.7628 -0.6 0.7 0.6 0.15
H 0.3632 1.1073 0.6454 0.1 0.4 -0.4 0.01
H 1.3117 -0.7136 1.9083 0.3 -0.2 1.0 0.02
H 0.5922 -1.8775 0.6302 0.3 -0.1 0.9 0.00
H 1.8194 -0.3784 -1.1852 -1.5 -3.0 0.3 0.03
H 2.7711 -1.7020 -0.4086 0.0 0.4 0.6 0.00
H 3.7167 0.6832 -0.0558 0.3 0.0 0.5 0.00
H 0.1089 -0.2073 -1.5970 -0.2 -0.6 -2.9 0.36
H -1.5492 -0.9135 0.3306 -0.7 -1.3 0.0 0.01
H -1.8832 1.9071 0.2535 -0.6 -1.5 -0.7 0.00
H -3.3022 0.7787 0.5807 -0.1 0.1 0.6 0.00
```
Positions in Å, forces in eV/Å.

net charge	-2
F_max	4.305	eV/Å
<S²>	0.7548
HOMO-LUMO gap (spin up / spin down)	5.6 / 5.7	eV
2S+1	2
relative energy (zero: lowest compared OMol25 entry of this formula, charge and spin)	557.87	kJ/mol

---

# 3
Entry from the Open Molecules 2025 dataset: C4H11N2O as an isolated structure (ωB97M-V with the def2-TZVPD basis set).

```
18
Properties=species:S:1:pos:R:3:forces:R:3:lowdin_spin:R:1
N 1.7112 -0.6334 1.5112 2.9 -0.4 -1.7 0.00
C 1.2532 0.6671 0.9415 -0.8 -3.1 -0.8 0.00
C 1.3866 0.6972 -0.5698 2.7 0.9 -3.1 0.00
N 2.1637 -0.1088 -1.4367 -3.3 2.5 3.5 0.00
C -1.6908 -1.2609 -0.5824 1.0 1.5 -0.7 0.12
C -1.9500 0.3973 -0.5290 -1.5 -2.1 -1.9 0.08
O -2.6389 0.5269 0.6054 0.3 0.3 0.6 0.77
H 1.3002 -1.4677 0.9686 0.8 1.8 1.0 0.00
H 2.8227 -0.6433 1.1972 -3.7 -0.4 1.1 0.00
H 0.2046 0.8830 1.1735 0.1 -0.2 0.3 0.00
H 1.8365 1.4416 1.3411 0.9 1.2 0.5 0.00
H 0.8433 1.5796 -0.9972 0.5 -0.3 0.0 0.00
H 1.1912 -0.4983 -0.8793 0.3 -2.0 -0.6 0.00
H -0.7725 -1.3883 -0.0224 0.1 -0.1 0.4 0.00
H -2.4569 -1.8275 -0.1127 -0.8 -0.2 0.3 0.00
H -1.4582 -1.6848 -1.5727 -0.5 0.7 0.1 0.01
H -0.9670 0.8034 -0.6097 0.7 0.6 0.5 0.01
H -2.5511 0.7783 -1.4125 0.5 -0.8 0.6 0.01
```
Positions in Å, forces in eV/Å.

F_max	5.455	eV/Å
<S²>	0.7551
HOMO-LUMO gap (spin up / spin down)	9.1 / 7.2	eV
2S+1	2
relative energy (zero: lowest compared OMol25 entry of this formula, charge and spin)	569.80	kJ/mol

---

# 4
Entry from the Open Molecules 2025 dataset: a 2-piece molecular cluster, C4H11N2O overall (ωB97M-V with the def2-TZVPD basis set).

```
18
Properties=species:S:1:pos:R:3:forces:R:3:nbo_charge:R:1
C 2.0039 -0.2137 3.0520 0.1 0.1 0.0 -0.20
C 1.1850 0.1997 1.9329 1.2 -1.8 1.0 0.56
C 0.6317 -1.5962 0.6450 -0.7 1.0 0.4 -0.43
C -2.2387 0.7310 -2.6408 3.1 0.8 1.0 -0.38
N 0.4868 -0.1101 0.9798 -1.5 -1.5 -3.0 -0.56
N -0.9332 1.0933 -1.7964 -0.6 -2.4 -1.1 -0.73
O 1.5827 1.1445 2.6856 -0.6 2.9 0.8 -0.41
H 1.4776 -0.5849 3.9164 0.3 -0.1 0.3 0.21
H 3.0705 -0.2370 2.9645 0.4 -0.7 0.1 0.22
H 1.2244 -1.7136 -0.2572 -0.1 0.2 -0.3 0.20
H 1.2593 -2.0219 1.4458 -0.8 -0.5 -0.3 0.21
H -0.3912 -2.0610 0.4641 1.4 0.4 0.6 0.21
H -3.0167 1.3549 -2.3627 -1.9 0.3 1.6 0.24
H -2.0780 1.0980 -3.6079 0.8 -0.1 -1.7 0.23
H -2.2122 -0.3184 -2.5515 -1.1 -1.1 -0.2 0.23
H -0.9633 0.5171 -0.8957 0.4 1.2 -0.9 0.48
H -0.9498 2.1090 -1.5566 1.0 -1.0 -0.5 0.46
H -0.1388 0.6091 -2.4174 -1.5 2.4 2.0 0.47
```
Positions in Å, forces in eV/Å.

net charge	+1
F_max	3.666	eV/Å
HOMO-LUMO gap	9.6	eV
relative energy (zero: lowest compared OMol25 entry of this formula, charge and spin)	437.21	kJ/mol

---

# 5
Entry from the Open Molecules 2025 dataset: a 2-piece molecular cluster, C4H11N2O overall (ωB97M-V with the def2-TZVPD basis set).

```
18
Properties=species:S:1:pos:R:3:forces:R:3:nbo_charge:R:1
C -2.6544 -0.1071 0.2499 -2.2 -0.5 2.3 0.36
C 1.0163 0.5933 -0.8838 1.3 -0.1 0.7 -0.60
C 2.7817 -0.2011 0.6677 -0.2 0.8 2.3 -0.67
C 2.0613 -0.1675 -0.5963 -0.9 0.0 -0.1 -0.05
N -1.4730 -0.5692 -0.0086 1.3 0.7 -1.0 -0.24
N -2.8262 1.2091 0.4232 -0.5 0.0 -0.9 -0.73
O -1.2906 -1.9042 -0.2408 -4.5 1.0 -2.1 -0.49
H -3.5105 -0.7806 0.6079 1.5 0.7 -1.0 0.26
H 0.8282 1.2168 -0.0380 -0.9 1.1 0.0 0.21
H 0.7483 0.7226 -1.8984 -0.8 0.3 -0.7 0.25
H -0.6884 0.0669 -0.4186 -1.0 -1.3 0.8 0.43
H 2.5633 -1.2119 1.1945 1.2 1.5 -0.8 0.24
H 2.4653 0.6572 1.4416 0.7 -1.8 -1.8 0.22
H 3.8171 0.0181 0.2790 -0.5 -0.8 1.4 0.26
H 2.4827 -0.7826 -1.3403 0.4 -0.8 -1.0 0.20
H -3.7245 1.7387 0.4705 1.0 -1.3 0.0 0.46
H -2.0810 1.7053 -0.0148 0.4 1.1 0.0 0.40
H -0.5156 -2.2037 0.1055 3.8 -0.8 2.0 0.49
```
Positions in Å, forces in eV/Å.

net charge	+1
F_max	5.114	eV/Å
HOMO-LUMO gap	10.1	eV
relative energy (zero: lowest compared OMol25 entry of this formula, charge and spin)	468.61	kJ/mol

---

# 6
Entry from the Open Molecules 2025 dataset: a 2-piece molecular cluster, C4H11N2O overall (ωB97M-V with the def2-TZVPD basis set).

```
18
Properties=species:S:1:pos:R:3:forces:R:3:nbo_charge:R:1
C -3.4086 -0.1908 -0.0239 -1.5 -0.2 -1.4 0.01
C 1.4558 0.2506 -0.3396 -0.4 -0.6 -0.7 -0.08
C 0.2396 -0.5489 0.1326 3.2 1.7 0.9 0.36
C 1.6582 1.6619 0.1284 0.7 -1.2 0.7 -0.64
N -2.2121 -0.1302 -0.3668 1.3 0.9 -0.5 -0.70
N 1.8307 -0.8805 0.5642 0.0 3.6 3.3 -0.63
O -0.1279 -1.4470 -0.6847 -1.1 -2.8 -1.7 -0.63
H -3.7198 -0.7167 0.8732 0.1 0.3 0.2 0.18
H -4.1631 0.1420 -0.7460 -0.4 0.0 0.6 0.17
H 1.8950 0.1481 -1.3976 -1.3 -0.5 1.6 0.26
H -0.2756 -0.3627 1.0807 0.1 0.4 -0.7 0.24
H 2.4815 1.7697 0.8118 0.5 -0.3 0.5 0.24
H 0.8010 2.0251 0.6276 -0.9 0.8 0.2 0.24
H 1.9917 2.2090 -0.7031 -0.2 1.2 -1.1 0.25
H -2.0380 0.3263 -1.3015 -0.6 -0.5 1.2 0.36
H 2.2404 -0.5729 1.5093 -0.8 -0.9 -2.0 0.43
H 2.1927 -1.6730 0.1605 1.1 -2.2 -1.1 0.42
H -0.8414 -2.0100 -0.3251 0.2 0.4 -0.3 0.52
```
Positions in Å, forces in eV/Å.

net charge	+1
F_max	4.893	eV/Å
HOMO-LUMO gap	10.9	eV
relative energy (zero: lowest compared OMol25 entry of this formula, charge and spin)	382.50	kJ/mol

---

# 7
Entry from the Open Molecules 2025 dataset: a 2-piece molecular cluster, C4H11N2O overall (ωB97M-V with the def2-TZVPD basis set).

```
18
Properties=species:S:1:pos:R:3:forces:R:3:nbo_charge:R:1
N -2.5157 1.2683 -1.8559 0.4 0.0 -1.4 -1.11
C 0.1354 0.0580 1.2523 -0.4 3.8 1.4 0.18
C 0.9380 0.3841 2.4434 2.2 -1.9 -1.8 -0.74
C 0.0950 -0.9572 0.2090 -3.5 1.0 3.0 0.60
N 1.3461 -0.4606 -0.3005 -3.2 -0.7 1.2 -0.57
C 1.1403 0.5737 -1.3036 0.9 1.3 -3.5 -0.47
O -0.8589 -1.6662 0.0932 1.9 -0.6 -1.8 -0.36
H -2.0414 2.0329 -2.3270 0.2 -0.1 0.6 0.37
H -2.3500 1.2021 -0.8673 -0.6 0.5 0.0 0.35
H -3.4732 1.3225 -2.1935 0.1 -0.3 0.9 0.39
H -0.5233 0.9487 1.0104 0.7 -0.9 -0.5 0.25
H 1.4816 -0.5509 2.5718 0.5 0.4 1.3 0.25
H 1.6908 1.1357 2.1027 -0.1 -0.5 -0.7 0.32
H 0.7563 0.9883 3.3080 -1.8 -0.3 0.7 0.33
H 1.7264 -1.3947 -0.1316 2.5 0.5 -1.5 0.47
H 0.2589 0.4328 -1.9644 0.5 -0.6 0.4 0.26
H 2.0126 0.7384 -1.9744 -0.4 -0.8 0.5 0.27
H 1.0043 1.6152 -0.9757 0.1 -0.6 1.2 0.23
```
Positions in Å, forces in eV/Å.

net charge	+1
F_max	4.738	eV/Å
HOMO-LUMO gap	6.9	eV
relative energy (zero: lowest compared OMol25 entry of this formula, charge and spin)	680.79	kJ/mol

---

# 8
Entry from the Open Molecules 2025 dataset: a 2-piece molecular cluster, C4H11N2O overall (ωB97M-V with the def2-TZVPD basis set).

```
18
Properties=species:S:1:pos:R:3:forces:R:3:nbo_charge:R:1
N -3.1008 0.8089 -0.4154 0.5 -0.1 0.3 -0.82
C -2.0465 -0.0950 -0.7601 0.0 0.1 0.3 0.08
O -1.4531 -0.8057 0.3641 0.0 0.2 -0.1 -0.79
H -3.8820 0.3045 -0.0162 -0.2 0.1 -0.1 0.37
H -2.7871 1.4973 0.2698 -0.2 -0.2 -0.3 0.36
H -2.4057 -0.8295 -1.4767 -0.1 0.0 -0.1 0.18
H -1.2108 0.4546 -1.1900 0.0 0.0 -0.1 0.16
H -2.1587 -1.2990 0.7936 0.0 -0.2 0.1 0.48
C 2.0198 -0.7447 0.0683 0.4 -0.3 0.0 -0.08
C 3.1071 -0.9729 -0.6559 -0.3 0.2 0.2 -0.29
C 0.7455 0.9998 1.1410 -0.3 0.3 0.0 0.11
N 1.7666 0.5826 0.5013 -0.6 0.0 0.0 -0.40
H 1.2676 -1.4616 0.3593 0.0 -0.1 0.0 0.25
H 3.7608 -0.1526 -0.9301 0.1 -0.1 0.0 0.21
H 3.3646 -1.9597 -1.0042 -0.1 -0.1 0.0 0.25
H 0.6058 2.0689 1.2468 0.3 0.0 0.2 0.23
H -0.0278 0.3302 1.5014 0.1 -0.3 -0.2 0.26
H 2.4347 1.2740 0.2030 0.3 0.3 -0.2 0.44
```
Positions in Å, forces in eV/Å.

net charge	+1
F_max	0.593	eV/Å
HOMO-LUMO gap	8.1	eV
relative energy (zero: lowest compared OMol25 entry of this formula, charge and spin)	279.45	kJ/mol

---

# 9
Entry from the Open Molecules 2025 dataset: a 2-piece molecular cluster, C4H11N2O overall (ωB97M-V with the def2-TZVPD basis set).

```
18
Properties=species:S:1:pos:R:3:forces:R:3:nbo_charge:R:1
C 4.1176 -0.4948 -0.5160 -0.5 -0.3 -4.0 -0.01
C -1.3427 0.0021 0.1196 1.1 2.0 -1.6 0.50
C -2.6952 0.3545 -0.4496 1.6 3.3 -2.7 -0.72
C -1.0109 -1.2309 0.8371 -1.2 -1.9 -0.1 -0.72
N 2.4926 0.7248 0.5760 0.4 1.6 2.2 -0.48
N -0.3726 0.8988 -0.0076 -1.5 -2.1 1.0 -0.65
O 2.9156 -0.0494 -0.3570 1.6 -2.2 -1.3 -0.16
H 4.2929 -1.0533 -1.5998 -0.6 1.4 3.3 0.21
H 4.9352 0.0427 -0.0542 0.1 -0.2 0.5 0.18
H -3.5070 -0.0091 0.0582 -1.7 -1.0 1.6 0.26
H -2.9314 0.2006 -1.5342 0.9 -0.9 0.7 0.30
H -2.7763 1.5138 -0.5391 0.1 -1.8 0.9 0.25
H -0.5995 -2.0949 0.1694 -1.1 1.6 0.7 0.30
H -1.9630 -1.5460 1.3434 1.1 -0.2 -0.3 0.26
H -0.2119 -1.0956 1.5426 0.3 0.3 0.5 0.26
H 3.3511 1.0076 1.1414 -1.2 -0.3 -0.6 0.30
H 0.4433 0.7079 0.6478 0.1 1.0 -1.8 0.47
H -0.5026 1.6536 -0.6973 0.5 -0.1 1.1 0.44
```
Positions in Å, forces in eV/Å.

net charge	+1
F_max	4.545	eV/Å
HOMO-LUMO gap	7.8	eV
relative energy (zero: lowest compared OMol25 entry of this formula, charge and spin)	631.25	kJ/mol

---

# 10
Entry from the Open Molecules 2025 dataset: an isolated ion of composition C4H11N2O and charge +1 (ωB97M-V with the def2-TZVPD basis set).

```
18
Properties=species:S:1:pos:R:3:forces:R:3:nbo_charge:R:1
C -0.9004 1.9542 -0.0846 -0.4 -1.5 1.2 -0.60
C -0.4431 0.6122 0.6509 -0.7 3.3 0.9 -0.07
N 0.8701 0.9445 1.2733 0.8 -0.8 1.0 -0.86
C -0.4436 -0.4535 -0.4003 -1.5 -3.6 -0.4 -0.54
C 0.6001 -1.5357 -0.4530 -0.1 1.3 -0.6 0.74
N 0.4483 -2.5186 -1.3483 0.6 -1.0 0.7 -0.75
O 1.6133 -1.3136 0.2860 0.1 -1.9 -0.3 -0.58
H -0.7714 2.6811 0.7071 -0.3 0.6 -0.3 0.22
H -0.2395 2.1643 -0.9277 -0.1 0.0 0.1 0.22
H -1.9546 1.8926 -0.4126 0.6 0.2 0.1 0.24
H -1.1164 0.4164 1.5515 0.5 -0.1 -1.7 0.24
H 0.8891 1.0427 2.3079 -0.6 -0.6 -1.0 0.41
H 1.2824 1.8305 0.9899 -0.1 -0.3 -0.7 0.40
H -0.5409 -0.1958 -1.4476 0.0 1.0 -0.1 0.26
H -1.3349 -1.1239 -0.2562 0.2 1.0 0.0 0.27
H 1.0483 -3.3905 -1.3171 -0.8 1.7 -0.1 0.45
H -0.4078 -2.5585 -1.9491 1.2 0.1 1.0 0.44
H 1.4011 -0.4482 0.8298 0.7 0.7 0.2 0.52
```
Positions in Å, forces in eV/Å.

net charge	+1
F_max	3.933	eV/Å
HOMO-LUMO gap	11.4	eV
relative energy (zero: lowest compared OMol25 entry of this formula, charge and spin)	121.51	kJ/mol
SMILES string	C[C@H](N)CC(=[NH2+])O

---

# 11
Entry from the Open Molecules 2025 dataset: a 2-piece molecular cluster, C4H11N2O overall (ωB97M-V with the def2-TZVPD basis set).

```
18
Properties=species:S:1:pos:R:3:forces:R:3:nbo_charge:R:1
C -0.7042 -1.7085 -0.6845 -2.9 1.8 1.0 -0.60
C -1.4364 -0.6049 -1.0742 -0.1 -1.3 -0.9 0.36
O -2.7034 -0.3142 -0.5765 1.3 0.0 0.0 -0.68
C -1.0082 0.2969 -2.2090 0.5 0.5 1.2 -0.69
H 0.2214 -1.9628 -1.1377 0.5 -0.1 -0.4 0.23
H -1.1729 -2.3477 0.0860 0.6 0.2 -0.5 0.24
H -3.0078 0.5735 -0.8670 0.4 -0.9 0.0 0.49
H 0.0251 0.0733 -2.4483 0.2 0.1 -0.1 0.23
H -1.5755 0.1840 -3.1368 -0.3 0.1 0.4 0.26
H -1.0466 1.3305 -1.7838 -0.1 -0.4 -0.8 0.21
N 0.4151 0.3532 1.3570 3.7 -0.5 0.7 -0.69
C 1.7100 0.2358 1.5656 0.5 1.1 0.9 0.40
N 2.5112 1.0167 2.3059 -1.7 -0.7 -0.9 -0.71
H -0.1417 1.0478 1.7351 -1.3 1.6 0.8 0.42
H 0.0780 -0.2904 0.6928 -1.4 -1.2 -1.2 0.45
H 2.2013 -0.6025 1.1074 0.0 -0.2 -0.4 0.22
H 3.5111 0.9062 2.2848 0.0 -0.2 0.1 0.44
H 2.1236 1.8131 2.7833 0.2 0.2 0.1 0.42
```
Positions in Å, forces in eV/Å.

net charge	+1
F_max	3.743	eV/Å
HOMO-LUMO gap	8.9	eV
relative energy (zero: lowest compared OMol25 entry of this formula, charge and spin)	162.36	kJ/mol

---

# 12
Entry from the Open Molecules 2025 dataset: an isolated ion of composition C4H11N2O and charge +1 (ωB97M-V with the def2-TZVPD basis set).

```
18
Properties=species:S:1:pos:R:3:forces:R:3:nbo_charge:R:1
N -0.1449 0.0144 1.5530 -0.5 -0.1 -0.4 -0.88
C -0.0261 0.7556 0.3062 0.7 -0.6 -1.4 -0.16
C -1.0621 1.7723 -0.1701 1.0 0.2 -1.4 0.42
O -2.1788 1.4693 -0.4681 -0.5 0.0 0.8 -0.47
C 0.0491 -0.2250 -0.9177 1.1 -1.0 1.9 -0.39
C 1.3670 -1.1198 -0.8667 -2.9 1.0 -1.0 -0.25
N 1.4150 -1.9534 0.3656 0.7 -0.3 0.4 -0.68
H -1.1295 -0.1402 1.7447 -0.1 0.0 0.2 0.39
H 0.2395 0.5314 2.3283 0.0 0.2 0.2 0.39
H 0.9663 1.1782 0.2158 0.2 0.8 0.7 0.19
H -0.5774 2.6925 -0.6004 -0.5 0.0 0.6 0.13
H 0.0638 0.2798 -1.8825 -0.2 0.0 0.1 0.25
H -0.7757 -0.9327 -0.8185 -0.4 0.2 -0.5 0.22
H 2.2135 -0.4783 -1.0164 0.7 -0.3 0.1 0.24
H 1.1077 -1.7660 -1.7049 1.1 -0.3 0.0 0.24
H 2.0174 -1.5831 1.1014 -0.1 0.4 -0.1 0.45
H 1.7921 -2.8863 0.1949 -0.3 -0.1 -0.2 0.44
H 0.4887 -1.9797 0.8028 -0.1 0.0 0.1 0.47
```
Positions in Å, forces in eV/Å.

net charge	+1
F_max	3.262	eV/Å
HOMO-LUMO gap	9.7	eV
relative energy (zero: lowest compared OMol25 entry of this formula, charge and spin)	219.54	kJ/mol
SMILES string	N[C@H](C=O)CC[NH3+]